# 1
C31H32F5N3O2PRuSSe2 as an isolated structure in a non-equilibrium geometry, computed with the ωB97M-V functional and the def2-TZVPD basis.

Summary:
LUMO level (alpha / beta): 0.10 / -2.63 eV
Energy above the lowest of the compared OMol25 structures with the same formula, charge and spin: 0.6253 eV
Net charge: 0
Spin multiplicity: 6
Max |F|: 2.4 eV/A
Kohn-Sham gap (alpha / beta): 5.1 / 5.0 eV

Positions of all 78 atoms, in Å:
Ru 0.55 0.94 -0.44
S 3.94 2.56 -3.02
C 3.40 3.82 -1.99
C 2.33 3.45 -1.23
C 1.92 2.12 -1.44
C 2.71 1.49 -2.40
C 2.50 0.19 -2.93
C 3.14 -0.29 -4.08
C 2.77 -1.50 -4.61
C 1.77 -2.24 -3.96
C 1.21 -1.72 -2.81
N 1.56 -0.55 -2.29
H 3.90 4.77 -2.02
H 1.85 4.13 -0.55
H 3.89 0.32 -4.55
H 3.22 -1.87 -5.52
H 1.44 -3.19 -4.35
H 0.45 -2.28 -2.27
C -0.78 -7.49 1.54
C -0.73 -6.07 1.09
C 0.46 -5.36 1.08
C 0.53 -4.04 0.68
C 1.87 -3.36 0.69
C -0.65 -3.36 0.25
C -0.63 -2.00 -0.13
O 0.32 -1.19 0.15
C -1.87 -4.10 0.24
C -3.16 -3.45 -0.18
C -1.88 -5.41 0.66
H 0.21 -7.85 1.81
H -1.17 -8.13 0.75
H -1.44 -7.60 2.40
H 1.37 -5.85 1.41
H 2.67 -4.09 0.80
H 1.93 -2.66 1.52
H 2.03 -2.80 -0.23
H -1.51 -1.61 -0.65
H -3.34 -2.54 0.39
H -3.99 -4.13 -0.01
H -3.15 -3.19 -1.24
H -2.82 -5.95 0.65
F -3.11 8.72 -1.24
C -2.77 7.49 -0.85
C -3.75 6.52 -0.66
F -5.04 6.85 -0.83
C -3.39 5.23 -0.30
F -4.34 4.30 -0.11
C -2.06 4.86 -0.09
Se -1.65 3.09 0.42
C -1.11 5.87 -0.24
F 0.18 5.58 0.03
C -1.44 7.16 -0.62
F -0.48 8.09 -0.75
C 1.75 0.16 2.84
P 1.88 1.35 1.46
C 3.70 1.56 1.34
C 1.39 2.89 2.32
H 2.39 0.48 3.67
H 2.07 -0.83 2.50
H 0.72 0.11 3.18
H 4.12 1.74 2.33
H 3.92 2.42 0.71
H 4.14 0.67 0.90
H 1.99 3.02 3.22
H 0.34 2.83 2.58
H 1.54 3.74 1.66
Se -3.13 -0.18 -3.12
C -1.77 0.51 -2.32
N -0.83 0.95 -1.78
C -3.41 0.19 2.28
C -1.96 -0.09 2.01
N -1.48 -1.22 2.56
O -1.24 0.67 1.38
H -3.64 0.05 3.33
H -4.02 -0.49 1.69
H -3.66 1.21 1.99
H -2.10 -1.89 2.98
H -0.57 -1.54 2.27

=====

# 2
C29H25ClPSeTl as an isolated structure in a non-equilibrium geometry, computed with the ωB97M-V functional and the def2-TZVPD basis.

Summary:
LUMO level: 0.17 eV
Energy above the lowest of the compared OMol25 structures with the same formula, charge and spin: 0.0000 eV
Net charge: 0
Max |F|: 3.0 eV/A
Kohn-Sham gap: 7.3 eV

Positions of all 58 atoms, in Å:
C -1.15 -1.34 1.46
C -1.01 -1.99 0.19
C 0.40 -2.21 -0.04
H -1.83 -2.23 -0.50
C 1.12 -1.69 1.09
C 0.16 -1.17 2.03
H 0.39 -0.64 2.96
H -2.08 -0.94 1.87
H 0.86 -2.65 -0.94
H 2.21 -1.59 1.17
Tl -0.02 0.22 -0.03
Cl 1.98 1.40 0.16
P 0.01 0.33 -2.37
C 1.24 -0.72 -3.13
C 0.94 -1.43 -4.30
H -0.06 -1.41 -4.71
C 1.93 -2.17 -4.95
H 1.68 -2.72 -5.85
C 3.23 -2.21 -4.44
H 4.00 -2.78 -4.95
C 3.54 -1.49 -3.29
H 4.55 -1.50 -2.89
C 2.55 -0.76 -2.63
H 2.80 -0.19 -1.73
C -1.59 -0.15 -3.00
C -2.05 -1.48 -2.92
H -1.41 -2.25 -2.49
C -3.31 -1.81 -3.39
H -3.65 -2.84 -3.32
C -4.14 -0.83 -3.94
H -5.13 -1.09 -4.30
C -3.69 0.49 -4.01
H -4.33 1.26 -4.43
C -2.43 0.83 -3.55
H -2.08 1.86 -3.61
C 0.34 1.97 -2.95
C 0.85 2.10 -4.25
H 1.10 1.21 -4.83
C 1.05 3.35 -4.81
H 1.45 3.43 -5.82
C 0.75 4.50 -4.08
H 0.92 5.48 -4.51
C 0.25 4.38 -2.78
H 0.02 5.27 -2.21
C 0.04 3.13 -2.22
H -0.35 3.04 -1.21
Se -1.62 1.92 1.02
C -1.05 1.71 2.83
C -1.93 1.14 3.78
C -1.54 0.95 5.10
C -0.26 1.33 5.51
C 0.62 1.91 4.59
C 0.23 2.10 3.27
H -2.93 0.83 3.46
H -2.23 0.50 5.81
H 0.05 1.18 6.55
H 1.62 2.20 4.92
H 0.93 2.55 2.56

=====

# 3
A 2-piece molecular cluster, C5H12O2PS overall in a non-equilibrium geometry, computed with the ωB97M-V functional and the def2-TZVPD basis.

Summary:
LUMO level (alpha / beta): 3.59 / 3.57 eV
Energy above the lowest of the compared OMol25 structures with the same formula, charge and spin: 2.7965 eV
Net charge: -1
Max |F|: 4.0 eV/A
Kohn-Sham gap (alpha / beta): 6.9 / 7.0 eV

Positions of all 21 atoms, in Å:
C 1.43 -1.36 -0.75
C 0.84 1.30 1.43
C -1.20 1.28 -1.88
C 1.14 -1.30 0.77
C 0.40 -0.16 1.36
O -2.47 -1.75 0.10
O -1.38 -0.01 -1.41
P -2.13 -0.33 0.16
S -3.50 1.11 0.45
H 1.47 -0.42 -1.26
H 2.35 -1.88 -1.00
H 0.62 -1.88 -1.40
H -0.01 1.81 1.77
H 1.75 1.31 2.13
H 1.14 1.47 0.40
H -0.58 1.19 -2.79
H -0.62 1.83 -0.99
H -2.17 1.67 -1.96
H 2.16 -1.21 1.27
H 0.65 -2.25 1.21
H 0.12 -0.44 2.37

=====

# 4
The molecule C5H6N2O3S in a non-equilibrium geometry, computed with the ωB97M-V functional and the def2-TZVPD basis.

Summary:
LUMO level (alpha / beta): 0.33 / -3.14 eV
Energy above the lowest of the compared OMol25 structures with the same formula, charge and spin: 3.6539 eV
Net charge: 0
Spin multiplicity: 3
Max |F|: 5.7 eV/A
Kohn-Sham gap (alpha / beta): 6.1 / 6.4 eV

Positions of all 17 atoms, in Å:
C -1.66 1.04 0.48
C -1.09 0.06 -0.22
C 1.34 0.22 -0.12
C 0.93 -2.45 -1.19
C 0.31 -1.34 -1.59
N -1.11 2.15 1.04
N 0.23 -0.32 -0.62
O 0.52 0.64 2.37
O 2.46 -0.14 -0.23
O 1.59 2.68 1.44
S 0.69 1.53 1.28
H -2.76 1.05 0.42
H -1.85 -0.63 -0.66
H 1.10 -3.31 -1.79
H 1.05 -2.50 -0.13
H -0.31 -1.21 -2.52
H -1.43 2.55 2.02

=====

# 5
A 2-piece molecular cluster, C2H4ClP overall in a non-equilibrium geometry, computed with the ωB97M-V functional and the def2-TZVPD basis.

Summary:
LUMO level: 0.06 eV
Energy above the lowest of the compared OMol25 structures with the same formula, charge and spin: 2.5753 eV
Net charge: 0
Max |F|: 5.6 eV/A
Kohn-Sham gap: 8.6 eV

Positions of all 8 atoms, in Å:
C 0.64 -0.89 -0.55
P -0.96 -0.64 -1.05
C 0.48 0.51 -0.99
H 1.23 -1.46 0.01
H 0.51 1.46 -0.22
H 0.99 0.93 -1.98
Cl -0.96 -0.25 2.08
H -1.93 0.34 2.69

=====

# 6
A 5-piece molecular cluster, C2H16NO4 overall in a non-equilibrium geometry, computed with the ωB97M-V functional and the def2-TZVPD basis.

Summary:
LUMO level (alpha / beta): 0.55 / 0.34 eV
Energy above the lowest of the compared OMol25 structures with the same formula, charge and spin: 0.0000 eV
Net charge: 0
Spin multiplicity: 2
Max |F|: 2.5 eV/A
Kohn-Sham gap (alpha / beta): 3.5 / 11.4 eV

Positions of all 23 atoms, in Å:
C -3.05 1.40 -0.52
C -2.27 1.03 0.75
N -0.84 0.92 0.32
H -2.83 0.67 -1.28
H -4.11 1.61 -0.44
H -2.72 2.40 -0.80
H -2.34 1.61 1.69
H -2.57 0.08 1.21
H -0.20 0.93 1.16
H -0.49 1.78 -0.12
H -0.61 0.07 -0.19
H 3.39 -2.21 1.99
H 2.85 -1.42 0.78
O 2.57 -1.88 1.59
H -0.10 -1.87 -2.44
H 0.79 -0.80 -1.92
O -0.13 -0.93 -2.23
H 3.16 -1.33 -3.00
H 2.89 -1.84 -1.59
O 2.45 -1.56 -2.40
H 1.83 1.05 2.21
H 1.34 -0.31 2.67
O 1.02 0.61 2.54

=====

# 7
A 2-piece molecular cluster, C2H3NOS overall in a non-equilibrium geometry, computed with the ωB97M-V functional and the def2-TZVPD basis.

Summary:
LUMO level: -0.37 eV
Energy above the lowest of the compared OMol25 structures with the same formula, charge and spin: 1.4216 eV
Net charge: 0
Max |F|: 4.2 eV/A
Kohn-Sham gap: 8.4 eV

Positions of all 8 atoms, in Å:
N 2.68 0.29 1.23
C 1.98 -0.08 0.33
O 1.47 -0.19 -0.69
H 3.24 -0.09 2.05
C -2.28 0.04 -0.88
S -1.95 -0.90 0.38
H -1.80 0.89 -1.28
H -3.34 0.04 -1.14

=====

# 8
The molecule C5H8O in a non-equilibrium geometry, computed with the ωB97M-V functional and the def2-TZVPD basis.

Summary:
LUMO level: 0.81 eV
Energy above the lowest of the compared OMol25 structures with the same formula, charge and spin: 4.8918 eV
Net charge: 0
Max |F|: 3.1 eV/A
Kohn-Sham gap: 9.3 eV

Positions of all 14 atoms, in Å:
C 1.86 0.03 0.60
O 1.72 1.37 0.50
C 0.47 -0.06 0.15
C -0.81 -0.27 0.82
C -1.60 0.03 -0.42
C -0.26 0.24 -1.15
H 1.95 -0.40 1.62
H 2.59 -0.46 -0.06
H -1.14 -0.28 1.86
H -0.13 -1.32 0.60
H -2.22 0.94 -0.34
H -2.23 -0.78 -0.78
H -0.08 1.29 -1.41
H -0.07 -0.39 -2.02

=====

# 9
C57H50CaIN5O7S as an isolated structure in a non-equilibrium geometry, computed with the ωB97M-V functional and the def2-TZVPD basis.

Summary:
LUMO level (alpha / beta): 3.53 / 3.53 eV
Energy above the lowest of the compared OMol25 structures with the same formula, charge and spin: 0.0000 eV
Net charge: -2
Max |F|: 5.3 eV/A
Kohn-Sham gap (alpha / beta): 4.8 / 4.6 eV

Positions of all 122 atoms, in Å:
Ca -0.22 0.42 -0.21
C 7.53 -0.74 6.29
O 6.49 -1.47 5.57
C 5.46 -0.81 4.96
C 5.65 0.32 4.11
C 4.67 0.63 3.14
C 3.48 -0.11 3.06
C 3.27 -1.09 4.03
C 4.18 -1.36 5.09
C 2.41 0.27 2.00
C 1.70 -1.04 1.70
C 2.28 -2.34 1.59
C 1.25 -3.23 1.50
C 0.02 -2.50 1.36
N 0.35 -1.15 1.49
C -1.28 -2.97 1.17
C -1.85 -2.57 -0.12
C -2.87 -3.35 -0.86
C -2.99 -2.73 -2.09
C -2.04 -1.62 -2.11
C -1.95 -0.66 -3.16
C -3.05 -0.69 -4.20
C -3.80 0.45 -4.60
C -4.74 0.41 -5.63
C -4.96 -0.86 -6.28
O -6.02 -0.96 -7.17
C -6.94 -2.02 -6.99
C -4.16 -1.98 -5.95
C -3.26 -1.88 -4.93
C -0.89 0.34 -3.26
N 0.21 0.60 -2.47
C 1.10 1.43 -3.19
C 2.45 1.74 -2.77
C 3.46 2.28 -3.71
C 3.40 2.09 -5.12
C 4.44 2.56 -5.95
C 5.62 3.09 -5.30
O 6.78 3.50 -5.90
C 7.25 2.76 -7.01
C 5.64 3.36 -3.90
C 4.57 2.93 -3.12
C 2.87 1.27 -1.51
C 4.22 0.75 -1.27
C 4.30 0.45 0.08
C 2.99 0.71 0.68
N 2.14 1.08 -0.32
C 0.48 1.78 -4.44
C -0.70 1.02 -4.49
N -1.31 -1.63 -0.91
C -1.95 -3.93 2.07
C -3.34 -3.99 2.09
C -4.00 -4.92 2.82
C -3.29 -5.74 3.71
O -3.97 -6.69 4.47
C -4.35 -6.35 5.83
C -1.92 -5.65 3.81
C -1.26 -4.74 2.98
H 8.08 -1.47 6.88
H 7.05 -0.04 6.97
H 8.18 -0.23 5.56
H 6.62 0.89 4.10
H 4.90 1.44 2.43
H 2.29 -1.54 4.11
H 4.03 -2.09 5.86
H 3.31 -2.50 1.78
H 1.31 -4.28 1.68
H -3.47 -4.09 -0.40
H -3.75 -2.80 -2.90
H -3.49 1.40 -4.16
H -5.40 1.24 -5.83
H -7.89 -1.65 -7.37
H -7.04 -2.39 -5.96
H -6.62 -2.85 -7.67
H -4.29 -2.93 -6.49
H -2.65 -2.76 -4.75
H 2.65 1.39 -5.44
H 4.36 2.38 -7.03
H 8.19 3.27 -7.41
H 6.58 2.62 -7.83
H 7.60 1.83 -6.65
H 6.59 3.78 -3.53
H 4.53 3.16 -2.07
H 5.06 0.68 -2.01
H 5.21 0.13 0.57
H 0.95 2.38 -5.23
H -1.34 0.95 -5.36
H -3.97 -3.27 1.55
H -5.10 -4.98 2.88
H -4.01 -7.16 6.46
H -5.44 -6.35 5.78
H -3.93 -5.35 6.05
H -1.42 -6.35 4.43
H -0.22 -4.71 3.11
O -5.16 -0.20 -1.01
H -4.44 -0.32 -1.61
H -5.41 -1.09 -0.73
I -2.51 -2.44 6.32
O 0.34 1.56 1.77
N 1.40 1.33 2.44
C 1.60 2.10 3.47
H 0.95 2.94 3.63
H 2.43 1.96 4.12
C -1.62 6.34 4.80
C -1.77 5.23 3.82
C -2.60 4.19 4.23
C -2.78 3.03 3.45
C -2.29 3.10 2.15
C -1.51 4.15 1.67
C -1.17 5.16 2.57
S -2.98 1.78 1.11
C -4.43 2.63 0.58
O -2.11 1.69 -0.12
H -2.01 7.29 4.43
H -0.51 6.52 5.02
H -2.17 6.00 5.70
H -3.14 4.31 5.13
H -3.33 2.18 3.83
H -1.13 4.04 0.64
H -0.50 5.95 2.27
H -4.19 3.51 -0.01
H -4.98 2.91 1.51
H -5.03 1.97 -0.01

=====

# 10
The molecule C20H20N4O2, computed with the ωB97M-V functional and the def2-TZVPD basis.

Summary:
LUMO level: -0.13 eV
Energy above the lowest of the compared OMol25 structures with the same formula, charge and spin: 1.0120 eV
Net charge: 0
Max |F|: 0.9 eV/A
Kohn-Sham gap: 8.4 eV

Positions of all 46 atoms, in Å:
C 3.55 3.16 -0.22
C 2.26 2.50 -0.57
C 1.24 2.39 0.37
C 0.05 1.77 0.06
C -0.17 1.24 -1.21
C -1.41 0.53 -1.50
C -1.94 0.38 -2.82
C -3.09 -0.33 -2.98
C -3.77 -0.94 -1.86
O -4.79 -1.60 -1.92
N -3.15 -0.69 -0.64
C -3.73 -1.24 0.58
C -3.03 -2.53 1.05
C -1.88 -2.36 2.04
O -1.68 -3.17 2.91
N -1.15 -1.24 1.87
C 0.08 -1.02 2.60
C 1.26 -0.91 1.67
C 2.49 -0.47 2.14
C 3.55 -0.38 1.25
C 3.34 -0.73 -0.08
C 2.07 -1.16 -0.44
N 1.06 -1.24 0.40
N -2.04 0.01 -0.48
C 0.84 1.36 -2.16
C 2.03 1.98 -1.84
H 3.41 4.24 -0.16
H 4.31 2.96 -0.97
H 3.90 2.82 0.75
H 1.40 2.79 1.36
H -0.73 1.70 0.80
H -1.45 0.84 -3.66
H -3.54 -0.47 -3.95
H -4.77 -1.46 0.33
H -3.69 -0.48 1.36
H -3.76 -3.18 1.53
H -2.64 -3.07 0.18
H -1.27 -0.69 1.03
H 0.00 -0.11 3.21
H 0.21 -1.88 3.27
H 2.62 -0.20 3.18
H 4.52 -0.04 1.58
H 4.13 -0.68 -0.80
H 1.85 -1.45 -1.46
H 0.71 0.95 -3.15
H 2.81 2.06 -2.59

=====

# 11
A 2-piece molecular cluster, C4H2F2 overall in a non-equilibrium geometry, computed with the ωB97M-V functional and the def2-TZVPD basis.

Summary:
LUMO level (alpha / beta): -2.09 / -2.36 eV
Energy above the lowest of the compared OMol25 structures with the same formula, charge and spin: 6.9190 eV
Net charge: 0
Max |F|: 7.3 eV/A
Kohn-Sham gap (alpha / beta): 8.7 / 7.5 eV

Positions of all 8 atoms, in Å:
C 2.01 2.16 -0.50
C 1.15 1.42 -0.25
C -0.52 0.17 0.19
C -0.52 -1.18 0.15
F -0.34 -1.87 -0.97
F -0.36 -2.04 1.19
H -0.81 0.86 1.02
H -0.60 0.48 -0.83

=====

# 12
A 2-piece molecular cluster, CH5NOS2 overall in a non-equilibrium geometry, computed with the ωB97M-V functional and the def2-TZVPD basis.

Summary:
LUMO level: 0.06 eV
Energy above the lowest of the compared OMol25 structures with the same formula, charge and spin: 1.0518 eV
Net charge: 0
Max |F|: 6.2 eV/A
Kohn-Sham gap: 9.8 eV

Positions of all 10 atoms, in Å:
N -0.31 0.91 -2.08
C -1.52 1.61 -1.75
O -1.97 1.79 -0.54
H 0.17 0.40 -1.37
H -0.09 0.60 -3.03
H -2.28 1.67 -2.59
S 1.01 -0.53 2.01
S 0.74 -1.30 0.09
H -0.11 -1.16 2.46
H 1.24 -2.59 0.25

=====

# 13
C11H12LaN2P as an isolated structure in a non-equilibrium geometry, computed with the ωB97M-V functional and the def2-TZVPD basis.

Summary:
LUMO level (alpha / beta): -0.58 / -0.53 eV
Energy above the lowest of the compared OMol25 structures with the same formula, charge and spin: 0.0000 eV
Net charge: 0
Max |F|: 2.4 eV/A
Kohn-Sham gap (alpha / beta): 4.7 / 4.9 eV

Positions of all 27 atoms, in Å:
C -0.73 2.99 -2.36
C 0.29 2.16 -2.93
C -0.29 0.91 -3.29
C -1.67 0.94 -2.92
C -1.95 2.22 -2.34
La -0.33 1.03 -0.66
P -0.34 2.28 1.96
H -0.59 3.98 -1.90
H 1.34 2.44 -3.06
H 0.21 0.09 -3.81
H -2.91 2.54 -1.93
H -2.40 0.15 -3.10
H -1.57 2.68 2.56
H 0.48 3.40 2.24
H 0.13 1.40 3.01
N 1.99 -5.15 3.39
C 1.62 -4.22 2.78
C 1.16 -3.07 2.02
C -0.13 -2.57 2.20
C -0.60 -1.56 1.39
N 0.13 -1.09 0.33
C 1.46 -1.43 0.29
C 1.96 -2.45 1.08
H -0.77 -3.00 2.96
H -1.58 -1.06 1.56
H 2.09 -0.83 -0.40
H 2.99 -2.79 0.93